Formula: C4H5N3O
Source: the OMol25 dataset
Level of theory: ωB97M-V with the def2-TZVPD basis set

ΔE to the lowest compared entry with this formula, charge and spin in kcal per mole: 88.7
SMILES: [H]/N=C\N1N=COC1=C
F_max in hartree/bohr: 0.0983
Molecular weight in u: 111.1

Last column: Mulliken charge in e.
CARTESIAN COORDINATES (ANGSTROEM)
H 2.4016 -1.1322 -0.1976  0.39
N 2.7594 -0.1140 -0.0757  -0.65
C 1.6574 0.5958 0.0474  0.08
N 0.3803 -0.0261 -0.0335  0.41
N 0.4645 -1.4431 -0.1115  -0.69
C -0.7785 -1.8817 -0.0345  -0.01
O -1.5989 -0.7929 -0.0313  -0.37
C -0.9388 0.3323 -0.0046  0.67
C -1.4957 1.5324 -0.1086  -1.07
H 1.7841 1.6644 0.2564  0.32
H -1.1939 -2.7785 0.3752  0.37
H -0.8588 2.3487 0.0237  0.28
H -2.5826 1.6946 -0.1055  0.28

***

Formula: C4H5N3O
Source: the OMol25 dataset
Level of theory: ωB97M-V with the def2-TZVPD basis set

ΔE to the lowest compared entry with this formula, charge and spin in kcal per mole: 146.5
SMILES: [H]/N=c1\nc2n(o1)CC2
F_max in hartree/bohr: 0.0935
Molecular weight in u: 111.1

Last column: Mulliken charge in e.
CARTESIAN COORDINATES (ANGSTROEM)
H -3.6547 -0.9945 -0.0777  0.29
N -3.3253 0.0696 -0.1259  -0.65
C -1.9991 0.0926 -0.0598  0.61
N -1.1695 -1.0023 0.1188  -0.58
C 0.0090 -0.6999 -0.1651  0.51
N -0.0071 0.6538 -0.4805  -0.08
O -1.2393 1.2669 0.1331  -0.27
C 1.5244 0.8200 0.0238  -0.35
C 1.5814 -0.7295 -0.0994  -0.45
H 2.1103 1.6178 -0.5984  0.27
H 1.7765 1.1450 1.2138  0.21
H 2.3576 -1.0517 -0.7666  0.26
H 2.0359 -1.1878 0.8839  0.23

***

Formula: C4H5N3O
Source: the OMol25 dataset
Level of theory: ωB97M-V with the def2-TZVPD basis set

ΔE to the lowest compared entry with this formula, charge and spin in kcal per mole: 225.3
F_max in hartree/bohr: 0.1313
Molecular weight in u: 111.1

Last column: Mulliken charge in e.
CARTESIAN COORDINATES (ANGSTROEM)
C -2.0535 0.2457 -0.0091  -0.39
C -0.4295 -0.0312 -0.0562  0.48
C 1.6977 -0.0684 -0.2295  0.28
C 1.0549 -1.3144 0.6275  -0.02
H -1.3732 2.8150 0.2054  0.21
H -2.4947 0.1027 0.9727  0.31
H -2.4612 -0.4462 -0.7713  0.30
H 3.5953 -0.2744 -0.2910  0.29
H 1.6265 -2.1602 1.0194  0.38
N 0.5014 0.6205 -0.5974  -0.47
N 2.7852 0.4738 -0.3891  -0.48
N -0.2263 -1.2792 0.5677  -0.45
O -2.2227 1.3162 -1.0491  -0.43

***

Formula: C4H5N3O
Source: the OMol25 dataset
Level of theory: ωB97M-V with the def2-TZVPD basis set

ΔE to the lowest compared entry with this formula, charge and spin in kcal per mole: 102.1
SMILES: [H]/N=C(/N)c1cnoc1
F_max in hartree/bohr: 0.1024
Molecular weight in u: 111.1

Last column: Mulliken charge in e.
CARTESIAN COORDINATES (ANGSTROEM)
H -1.6098 -1.9202 -0.6528  0.24
N -2.0503 -1.1973 -0.1608  -0.75
C -1.2227 -0.1626 -0.2403  0.56
N -1.5292 1.1489 0.1177  -0.56
C 0.2685 -0.2232 -0.4089  0.06
C 1.2307 0.9780 -0.3625  -0.41
N 2.4402 0.6074 -0.1152  -0.38
O 2.3496 -0.8179 0.0888  -0.16
C 1.1437 -1.2200 0.0864  -0.13
H -0.5820 1.3839 0.7357  0.31
H -2.4143 1.4787 0.7867  0.31
H 1.0308 2.0766 -0.4616  0.47
H 0.9448 -2.1325 0.5867  0.43

***

Formula: C4H5N3O
Source: the OMol25 dataset
Level of theory: ωB97M-V with the def2-TZVPD basis set

ΔE to the lowest compared entry with this formula, charge and spin in kcal per mole: 96.4
SMILES: [H]/N=C(C#N)/C(N)=C\O
F_max in hartree/bohr: 0.0658
Molecular weight in u: 111.1

Last column: Mulliken charge in e.
CARTESIAN COORDINATES (ANGSTROEM)
H 2.5127 -1.4232 -0.3661  0.28
N 1.5012 -1.5654 -0.4535  -0.73
C 0.8633 -0.4702 -0.2347  0.65
C 1.4178 0.6607 0.6259  0.12
N 2.2640 1.3404 1.0717  -0.49
C -0.5856 -0.2772 -0.1592  0.27
N -1.4298 -1.3465 -0.1266  -0.46
C -0.8204 0.9854 0.4123  -0.49
O -0.6784 2.2058 -0.2146  -0.42
H -1.0062 -2.2182 -0.4400  0.28
H -2.4044 -1.1627 -0.3279  0.25
H -1.6888 1.0861 1.0631  0.35
H 0.0545 2.1851 -0.8504  0.39

***

Formula: C4H5N3O
Source: the OMol25 dataset
Level of theory: ωB97M-V with the def2-TZVPD basis set

ΔE to the lowest compared entry with this formula, charge and spin in kcal per mole: 145.7
SMILES: CC1=NC=NOC=N1
F_max in hartree/bohr: 0.1456
Molecular weight in u: 111.1

Last column: Mulliken charge in e.
CARTESIAN COORDINATES (ANGSTROEM)
C -2.0205 -0.0690 0.3647  -0.91
C -0.6169 0.0874 -0.3669  0.81
N -0.0493 1.1567 0.0010  -0.57
C 1.2357 1.4329 -0.3008  0.13
N 2.1765 0.5737 0.0653  -0.38
O 1.8572 -0.7919 0.7071  -0.28
C 1.0438 -1.3250 -0.2581  -0.08
N 0.0186 -0.9490 -0.8082  -0.50
H -2.9495 -0.0331 -0.3832  0.25
H -1.9183 -0.9313 0.9064  0.37
H -2.2367 0.8093 1.2450  0.25
H 1.8396 2.1786 -0.6848  0.46
H 1.6196 -2.1394 -0.4874  0.46

***

Formula: C4H5N3O
Source: the OMol25 dataset
Level of theory: ωB97M-V with the def2-TZVPD basis set

ΔE to the lowest compared entry with this formula, charge and spin in kcal per mole: 118.3
SMILES: [H]/N=C1C=C/C(=N\[H])N\1O
F_max in hartree/bohr: 0.1297
Molecular weight in u: 111.1

Last column: Mulliken charge in e.
CARTESIAN COORDINATES (ANGSTROEM)
H -1.2443 -1.1928 2.4440  0.29
N -1.5086 -0.5190 1.6263  -0.61
C -0.5480 -0.3993 0.8972  0.45
C 0.9142 -0.5520 1.0088  -0.40
C 1.4514 0.0099 -0.1125  -0.55
C 0.4922 0.3060 -1.1583  0.61
N 0.3843 0.8258 -2.3034  -0.66
H 1.1467 0.8292 -2.8791  0.22
N -0.6445 0.1942 -0.4646  0.07
O -1.9128 0.4473 -0.9502  -0.51
H 1.3764 -0.7747 1.9759  0.35
H 2.5354 0.2277 -0.1951  0.33
H -2.4424 0.5979 0.1111  0.42

***

Formula: C4H5N3O
Source: the OMol25 dataset
Level of theory: ωB97M-V with the def2-TZVPD basis set

ΔE to the lowest compared entry with this formula, charge and spin in kcal per mole: 34.4
SMILES: [NH2+]=C1[NH+]=CN=CC1=O
F_max in hartree/bohr: 0.0905
Charge: +2
Molecular weight in u: 111.1

Last column: Mulliken charge in e.
CARTESIAN COORDINATES (ANGSTROEM)
N 0.7944 1.4004 0.7287  -0.12
C 0.1753 0.4119 0.2377  0.32
N 0.0800 -0.2181 -0.9445  -0.02
C -0.9879 -1.0825 -1.0529  0.00
N -1.5213 -1.6092 -0.0415  -0.04
C -1.3468 -1.5023 1.2118  -0.01
C -0.9608 -0.0731 1.5913  0.54
O -0.9928 0.5852 2.5559  -0.26
H 0.5329 1.5429 1.6415  0.21
H 1.5166 2.0468 0.2947  0.32
H 0.7284 -0.1534 -1.6234  0.22
H -1.4608 -1.0504 -2.0275  0.40
H -1.4951 -2.1903 2.0532  0.43

***

Formula: C4H5N3O3
Source: the OMol25 dataset
Level of theory: ωB97M-V with the def2-TZVPD basis set

ΔE to the lowest compared entry with this formula, charge and spin in kcal per mole: 151.9
SMILES: NC(=O)c1nonc1CO
F_max in hartree/bohr: 0.1397
Molecular weight in u: 143.1

Last column: Mulliken charge in e.
CARTESIAN COORDINATES (ANGSTROEM)
N -0.8435 1.8646 1.3965  -0.43
C -0.3052 0.6649 1.1591  0.18
O 0.2760 0.0779 2.0499  -0.53
C -0.4892 0.4610 -0.3376  0.60
N -0.9761 1.2251 -1.1804  -0.36
O -0.8602 0.9207 -2.4730  -0.03
N -0.0791 -0.2537 -2.4106  -0.47
C 0.1462 -0.6479 -1.1166  0.64
C 0.9640 -1.6764 -0.4960  -0.52
O 1.7648 -1.4238 0.5882  -0.56
H -1.5504 2.3510 0.9320  0.31
H -1.1639 1.7962 2.4397  0.30
H 0.3275 -2.7390 -0.2740  0.21
H 1.6610 -2.1168 -1.3051  0.34
H 1.1281 -0.5037 1.0277  0.32

***

Formula: C4H5N3O7
Source: the OMol25 dataset
Level of theory: ωB97M-V with the def2-TZVPD basis set

ΔE to the lowest compared entry with this formula, charge and spin in kcal per mole: 29.7
F_max in hartree/bohr: 0.1185
Molecular weight in u: 207.1

Last column: Mulliken charge in e.
CARTESIAN COORDINATES (ANGSTROEM)
C 2.4193 0.7318 2.8805  -0.61
C 1.3517 0.3501 2.2948  0.11
C 0.8747 1.0377 1.1544  -0.27
C -1.0388 -0.6467 -1.6206  -0.11
N -1.0480 0.6548 -1.9450  0.90
N -1.7383 -1.2032 -0.5493  1.21
N -0.1742 -1.6124 -2.3922  0.96
O -1.9872 1.3878 -1.4203  -0.53
O -0.2170 1.2662 -2.5318  -0.56
O -1.4468 -2.3153 -0.3246  -0.62
O -2.5876 -0.5260 0.0175  -0.72
O 0.9368 -1.2693 -2.7155  -0.55
O -0.7931 -2.5789 -2.6084  -0.53
O -0.0956 0.7016 0.4685  -0.36
H 2.8071 0.1418 3.7878  0.23
H 3.0256 1.6989 2.6298  0.22
H 0.7918 -0.5928 2.6368  0.25
H -2.4100 0.8763 -0.5635  0.52
H 1.3297 1.8975 0.8012  0.46